# 1
DFT (ωB97M-V/def2-TZVPD) results for a structure of composition C4H8ClNO2S.

```
17
Properties=species:S:1:pos:R:3:forces:R:3
C 1.72797 -2.00206 1.16220 0.7 1.0 0.9
C 0.22446 -1.94378 0.93305 -0.7 -2.1 -0.5
C 1.07306 -1.48480 -0.07383 1.0 1.9 4.6
C -1.09895 2.66811 -1.36620 -0.8 0.1 -1.1
N 0.47368 1.11397 0.33603 0.1 -1.0 -1.5
O 0.38761 0.61395 -2.07340 -0.6 0.3 0.9
O -1.76698 0.20422 -0.81257 2.5 1.4 0.1
S -0.52990 1.02781 -1.00494 -1.5 -2.6 -1.0
Cl -0.42123 1.33639 1.74669 -0.3 -0.2 0.6
H 2.24555 -1.46693 2.05965 -1.3 -0.1 -2.1
H 2.35250 -2.87460 0.99590 -0.6 -0.5 -0.2
H -0.31545 -2.82288 0.58875 -0.1 -0.4 0.3
H -0.46156 -1.28641 1.43449 0.0 0.7 0.4
H 1.23251 -1.07142 -0.97884 0.3 0.8 -3.3
H -0.38633 3.10932 -2.12131 -1.2 -0.5 0.5
H -2.26161 2.71884 -1.54661 2.7 -0.2 0.1
H -0.82116 3.09327 -0.44414 -0.2 1.3 1.2
```
Forces are in eV/Å.

E_HOMO (alpha / beta) in eV: -8.6 / -9.0
Total energy in a.u.: -1220.5742
Total charge: 0
M in g/mol: 169.63
Energy relative to the best compared isomer or geometry (same formula, charge and spin) in kcal per mole: 119.3

***

# 2
DFT (ωB97M-V/def2-TZVPD) results for a cluster of 5 separate species, H10O5 in total.

```
15
Properties=species:S:1:pos:R:3:forces:R:3
O -1.20440 1.37360 2.20353 0.1 1.3 1.1
H -0.76340 1.17460 3.04853 -0.3 -0.3 -0.8
H -1.29240 0.61360 1.65353 0.1 -1.3 -0.3
O 1.80660 -0.29840 0.09953 0.4 -1.3 -0.3
H 2.35760 -1.09240 -0.08447 -0.4 0.9 0.3
H 0.90660 -0.60640 -0.10647 0.3 0.6 0.1
O 0.03160 -2.58340 -1.65047 -1.3 0.7 0.1
H 0.83360 -2.46740 -2.15047 0.5 -0.5 0.1
H 0.03460 -3.29140 -1.00447 0.7 -0.2 -0.3
O 0.12960 2.95160 0.32653 -0.1 0.4 -0.1
H -0.10240 2.18860 0.85753 -0.3 0.0 0.7
H 0.44460 2.53760 -0.46647 0.5 -0.1 -0.7
O -0.87440 -0.07640 -0.61847 0.8 0.4 1.9
H -0.85540 -0.91840 -1.03147 -0.2 -1.4 -1.0
H -1.45240 0.49460 -1.07647 -1.0 0.9 -0.9
```
Forces are in eV/Å.

E_HOMO in eV: -10.4
Total energy in a.u.: -382.1833
SMILES: O.O.O.O.O
Total charge: 0
M in g/mol: 90.07
Energy relative to the best compared isomer or geometry (same formula, charge and spin) in kcal per mole: 25.7

***

# 3
DFT (ωB97M-V/def2-TZVPD) results for the molecule C18H24N8S.

```
51
Properties=species:S:1:pos:R:3:forces:R:3
C -4.09728 0.98301 0.54277 0.0 0.1 0.1
C -4.31920 0.42029 -0.63004 0.1 -0.1 -0.1
C -3.59226 -0.76830 -1.17693 -0.3 -0.1 -0.1
N -2.49614 -1.17716 -0.33909 0.2 -0.1 0.2
C -2.18614 -2.45980 -0.12153 -0.2 0.3 0.1
S -3.03186 -3.75887 -0.69655 -0.3 -0.6 -0.3
N -1.05782 -2.71626 0.60687 0.6 0.2 0.2
N -0.44752 -1.84197 1.50110 -0.3 -0.3 0.1
C 0.28782 -0.75839 1.14748 0.4 0.4 -0.2
N 0.14969 -0.29779 -0.09546 0.0 -0.2 -0.2
C 0.85213 0.80460 -0.35869 0.1 0.0 0.5
N 0.77067 1.38017 -1.58123 0.3 0.4 0.1
C 0.05354 0.98348 -2.70681 -0.3 -0.2 -0.4
C -0.17728 1.93328 -3.70186 0.0 0.0 0.1
C -0.88299 1.59610 -4.84029 0.0 0.0 0.0
C -1.36666 0.30872 -5.00701 -0.1 0.0 -0.1
C -1.12227 -0.64183 -4.03040 0.0 0.1 -0.1
C -0.41263 -0.31576 -2.88880 0.1 -0.1 0.1
N 1.63235 1.43488 0.51274 0.2 0.2 -0.2
C 1.69340 0.89099 1.73551 -0.5 -0.1 -0.3
N 2.44098 1.50547 2.65859 0.0 0.1 0.1
C 2.65727 0.94181 3.96888 0.1 -0.4 0.3
C 4.11287 0.49542 4.11549 -0.1 0.3 0.1
C 5.04796 1.66714 3.82542 0.1 -0.2 -0.2
C 4.75674 2.23046 2.43645 -0.1 0.2 0.2
C 3.28404 2.63069 2.33501 0.3 0.3 -0.4
N 1.02905 -0.21805 2.10239 0.0 -0.3 0.2
H -4.66213 1.83602 0.87681 -0.2 0.2 0.0
H -3.35116 0.60890 1.22370 0.2 -0.1 0.1
H -5.08193 0.80839 -1.29159 -0.1 0.1 0.0
H -3.23292 -0.53444 -2.18990 0.0 -0.1 0.1
H -4.27882 -1.61942 -1.26052 0.1 0.2 -0.1
H -1.73267 -0.51269 -0.22446 -0.1 -0.1 0.0
H -0.83853 -3.69774 0.71991 0.0 0.3 -0.1
H -0.36425 -2.14353 2.46216 -0.1 0.0 -0.2
H 1.25040 2.26810 -1.63903 0.0 -0.2 0.1
H 0.19872 2.93908 -3.57495 0.0 0.1 0.0
H -1.05711 2.34324 -5.60054 0.0 0.1 0.0
H -1.92273 0.04782 -5.89449 0.0 0.0 -0.1
H -1.48169 -1.65261 -4.15576 0.0 -0.1 0.0
H -0.21442 -1.06259 -2.13975 0.0 0.0 0.0
H 1.97320 0.10284 4.09122 0.1 0.2 0.1
H 2.42950 1.70952 4.71806 0.0 0.0 0.0
H 4.27765 0.11503 5.12441 0.0 -0.1 0.0
H 4.30905 -0.31285 3.40843 0.0 -0.1 0.0
H 6.08788 1.34193 3.88815 0.0 0.1 0.1
H 4.89445 2.44843 4.57388 0.0 0.0 0.1
H 5.38531 3.09915 2.23623 0.0 0.0 -0.1
H 4.97085 1.47159 1.68146 0.0 0.0 -0.1
H 3.03344 2.95946 1.32709 0.0 0.1 0.2
H 3.07116 3.43869 3.04517 0.0 0.0 0.0
```
Forces are in eV/Å.

E_HOMO in eV: -8.0
Total energy in a.u.: -1536.5905
SMILES: C=CCNC(=S)NNc1nc(Nc2ccccc2)nc(N2CCCCC2)n1
Total charge: 0
M in g/mol: 384.51

***

# 4
DFT (ωB97M-V/def2-TZVPD) results for a cluster of 4 separate species, C8H22O3 in total.

```
33
Properties=species:S:1:pos:R:3:forces:R:3
C -1.29372 -1.83821 1.75579 -0.1 0.1 0.1
C -0.59047 -0.56113 1.36723 -0.1 -0.3 -0.1
C -0.93837 0.18583 0.31379 0.1 0.3 -0.1
C -2.08859 -0.21527 -0.57523 0.0 0.0 0.1
C -0.20401 1.45565 -0.04122 0.1 0.1 0.2
C 0.91334 1.22992 -1.07782 -0.3 0.0 0.0
C 2.16681 0.57228 -0.51209 0.2 0.0 0.0
C 2.98559 1.50089 0.38177 -0.1 -0.1 -0.2
H -0.80397 -2.30459 2.61059 0.0 -0.1 -0.1
H -2.33134 -1.65243 2.04471 0.0 0.1 0.0
H -1.34118 -2.55304 0.93062 0.1 0.0 0.1
H 0.25376 -0.26517 1.98189 0.0 0.2 0.0
H -3.02552 -0.17759 -0.01211 0.0 -0.1 0.0
H -1.95843 -1.22792 -0.94719 -0.1 -0.2 0.0
H -2.20244 0.42621 -1.44460 0.1 0.2 0.0
H 0.19468 1.92353 0.86328 0.2 -0.1 0.0
H -0.90950 2.19434 -0.42964 -0.1 -0.1 -0.1
H 1.16238 2.19637 -1.51907 0.1 0.0 0.0
H 0.51716 0.61715 -1.89060 0.0 0.0 -0.1
H 2.79603 0.23016 -1.33902 -0.1 0.0 0.0
H 1.88079 -0.32516 0.04420 0.0 0.0 0.1
H 2.39277 1.84657 1.22373 0.0 0.1 0.1
H 3.31378 2.36641 -0.19604 0.0 0.1 0.1
H 3.87620 1.01610 0.78029 0.0 -0.1 0.0
O -0.04998 -1.10584 -3.69667 -0.2 -0.1 0.0
H -0.86784 -1.40345 -4.11418 0.2 0.1 0.1
H 0.00034 -1.60919 -2.86428 0.0 0.0 -0.2
O 0.24149 -2.51242 -1.24072 0.0 0.1 0.1
H 1.13875 -2.85773 -1.18814 0.0 0.0 0.0
H 0.21585 -1.77091 -0.61395 0.0 -0.1 0.0
O -1.93258 1.91480 3.17826 0.0 -0.1 -0.1
H -1.77292 1.42896 2.35602 0.0 0.0 0.2
H -1.73886 1.27487 3.87040 0.0 0.0 0.0
```
Forces are in eV/Å.

E_HOMO in eV: -9.5
Total energy in a.u.: -543.7220
SMILES: C/C=C(\C)CCCC.O.O.O
Total charge: 0
M in g/mol: 166.26
Energy relative to the best compared isomer or geometry (same formula, charge and spin) in kcal per mole: 0.0

***

Q: Look up the total charge of the fourth one.
A: 0